Record 1
# C16H17N

2 unconnected molecules or ions with the total composition C16H17N (ωB97M-V with the def2-TZVPD basis set, the OMol25 dataset).

```
34
Properties=species:S:1:pos:R:3
C -4.855 -0.519 -0.605
C -3.506 0.121 -0.675
C -2.952 0.777 -1.721
N -1.728 1.317 -1.379
C -1.502 1.005 -0.059
C -0.424 1.347 0.750
C -0.346 0.816 2.019
C -1.370 -0.031 2.478
C -2.469 -0.338 1.689
C -2.567 0.213 0.417
H -5.608 0.245 -0.720
H -5.043 -0.860 0.413
H -5.090 -1.303 -1.321
H -3.487 0.924 -2.639
H -1.022 1.550 -2.050
H 0.297 2.063 0.401
H 0.527 0.880 2.658
H -1.346 -0.399 3.489
H -3.133 -1.102 2.064
C 2.698 -2.116 1.466
C 2.989 -1.197 0.320
C 4.266 -0.824 -0.073
C 4.460 0.159 -1.039
C 3.378 0.637 -1.762
C 2.098 0.201 -1.464
C 1.921 -0.738 -0.440
H 2.470 -1.543 2.377
H 3.547 -2.737 1.729
H 1.756 -2.639 1.305
H 5.144 -1.054 0.517
H 5.430 0.553 -1.240
H 3.517 1.349 -2.558
H 1.169 0.582 -1.864
H 0.931 -1.123 -0.336
```

Calculated values
E_LUMO ... 0.87 eV
Gap between HOMO and LUMO ... 0.3202 hartree
Molecular weight ... 223.3 Da
F_max ... 1.65 eV Å⁻¹
SMILES string ... Cc1c[nH]c2ccccc12.Cc1ccccc1
Spin multiplicity ... 1
Relative energy (zero: lowest compared OMol25 entry of this formula, charge and spin) ... 14.5 kcal/mol

Löwdin atomic charge list, values in e, 4 entries: number 1, C, carries -0.04; number 2, C, carries -0.23; number 3, C, carries -0.06; number 4, N, carries 0.08



Record 2
# C16H17N

2 unconnected molecules or ions with the total composition C16H17N (ωB97M-V with the def2-TZVPD basis set, the OMol25 dataset).

```
34
Properties=species:S:1:pos:R:3
C -0.756 -1.738 0.107
C 0.710 -1.451 0.325
C 1.230 -0.705 1.336
N 2.569 -0.502 1.131
C 2.938 -1.080 -0.059
C 4.179 -1.193 -0.670
C 4.197 -1.736 -1.943
C 3.023 -2.179 -2.571
C 1.831 -2.250 -1.875
C 1.774 -1.643 -0.621
H -1.121 -2.321 0.957
H -0.888 -2.356 -0.784
H -1.278 -0.803 -0.085
H 0.697 -0.207 2.131
H 3.225 -0.009 1.719
H 5.144 -0.886 -0.285
H 5.149 -1.952 -2.397
H 3.143 -2.548 -3.588
H 0.951 -2.641 -2.362
C -3.695 0.263 1.500
C -2.905 1.397 0.905
C -2.440 1.320 -0.398
C -1.628 2.313 -0.940
C -1.257 3.396 -0.170
C -1.727 3.483 1.135
C -2.543 2.500 1.675
H -4.432 0.583 2.223
H -3.013 -0.452 1.959
H -4.177 -0.341 0.732
H -2.711 0.491 -1.044
H -1.303 2.155 -1.962
H -0.607 4.177 -0.530
H -1.374 4.291 1.766
H -2.908 2.624 2.683
```

Calculated values
E_LUMO ... 0.89 eV
Gap between HOMO and LUMO ... 0.3154 hartree
Molecular weight ... 223.3 Da
F_max ... 1.03 eV Å⁻¹
SMILES string ... Cc1c[nH]c2ccccc12.Cc1ccccc1
Spin multiplicity ... 1
Relative energy (zero: lowest compared OMol25 entry of this formula, charge and spin) ... 8.2 kcal/mol

Löwdin atomic charge list, values in e, 4 entries: number 1, C, carries -0.03; number 2, C, carries -0.22; number 3, C, carries -0.06; number 4, N, carries 0.07



Record 3
# C16H17N

2 unconnected molecules or ions with the total composition C16H17N (ωB97M-V with the def2-TZVPD basis set, the OMol25 dataset).

```
34
Properties=species:S:1:pos:R:3
C 4.874 1.233 0.066
C 4.323 -0.107 -0.335
C 5.057 -1.043 -1.072
N 4.248 -2.206 -1.262
C 2.951 -1.942 -0.701
C 1.791 -2.696 -0.695
C 0.686 -2.159 -0.056
C 0.692 -0.806 0.496
C 1.803 -0.076 0.318
C 2.974 -0.645 -0.162
H 5.708 1.097 0.630
H 4.144 1.805 0.562
H 5.031 1.804 -0.835
H 6.165 -1.038 -1.339
H 4.631 -2.988 -1.682
H 1.816 -3.704 -1.037
H -0.259 -2.751 -0.002
H -0.275 -0.471 0.949
H 1.834 0.991 0.621
C -3.696 1.420 -1.874
C -3.780 1.206 -0.303
C -2.644 0.943 0.502
C -2.785 0.626 1.927
C -4.062 0.608 2.422
C -5.182 0.914 1.662
C -5.041 1.114 0.235
H -3.576 0.449 -2.464
H -2.836 1.990 -2.139
H -4.601 2.054 -2.135
H -1.638 1.230 0.138
H -1.920 0.499 2.616
H -4.215 0.547 3.521
H -6.264 0.839 1.975
H -5.954 1.263 -0.546
```

Calculated values
E_LUMO ... 0.95 eV
Gap between HOMO and LUMO ... 0.3192 hartree
Molecular weight ... 223.3 Da
F_max ... 4.11 eV Å⁻¹
SMILES string ... Cc1c[nH]c2ccccc12.Cc1ccccc1
Spin multiplicity ... 1
Relative energy (zero: lowest compared OMol25 entry of this formula, charge and spin) ... 45.6 kcal/mol

Löwdin atomic charge list, values in e, 4 entries: number 1, C, carries -0.04; number 2, C, carries -0.21; number 3, C, carries -0.04; number 4, N, carries 0.07



Record 4
# C16H17N

2 unconnected molecules or ions with the total composition C16H17N (ωB97M-V with the def2-TZVPD basis set, the OMol25 dataset).

```
34
Properties=species:S:1:pos:R:3
C -0.958 -1.713 -4.155
C -0.291 -1.356 -2.848
C -0.119 -2.211 -1.808
N 0.519 -1.572 -0.757
C 0.696 -0.255 -1.105
C 1.066 0.859 -0.365
C 1.030 2.105 -0.975
C 0.754 2.246 -2.340
C 0.268 1.166 -3.036
C 0.193 -0.079 -2.415
H -0.760 -0.928 -4.885
H -2.013 -1.921 -4.006
H -0.417 -2.545 -4.614
H -0.074 -3.293 -1.879
H 1.032 -2.013 -0.015
H 1.310 0.885 0.688
H 1.326 2.924 -0.323
H 0.916 3.222 -2.787
H -0.100 1.281 -4.047
C 1.582 -0.453 3.744
C 0.277 -0.040 3.132
C -0.020 1.318 3.038
C -1.205 1.752 2.479
C -2.079 0.853 1.881
C -1.791 -0.503 1.983
C -0.595 -0.941 2.516
H 1.938 0.297 4.457
H 2.355 -0.513 2.971
H 1.524 -1.380 4.312
H 0.760 2.008 3.332
H -1.421 2.810 2.423
H -2.977 1.199 1.395
H -2.408 -1.220 1.452
H -0.318 -1.989 2.554
```

Calculated values
E_LUMO ... 0.83 eV
Gap between HOMO and LUMO ... 0.3124 hartree
Molecular weight ... 223.3 Da
F_max ... 1.63 eV Å⁻¹
SMILES string ... Cc1c[nH]c2ccccc12.Cc1ccccc1
Spin multiplicity ... 1
Relative energy (zero: lowest compared OMol25 entry of this formula, charge and spin) ... 11.8 kcal/mol

Löwdin atomic charge list, values in e, 4 entries: number 1, C, carries -0.04; number 2, C, carries -0.23; number 3, C, carries -0.07; number 4, N, carries 0.08



| no. | HOMO energy (eV) |
| --- | --- |
| 1 | -7.8 |
| 2 | -7.7 |
| 3 | -7.7 |
| 4 | -7.7 |